# 1
Entry from the OMol25 dataset: 3 unconnected molecules or ions with the total composition C3H13N3 in a non-equilibrium geometry (the ωB97M-V functional and the def2-TZVPD basis).

The maximum force comes out at 0.1136 hartree/bohr. Its gap between HOMO and LUMO (spin up / spin down) is 6.7 / 8.9 eV. The value obtained for the LUMO energy (spin up / spin down) is -7.32 / -7.32 eV. As for the net charge: +2. The value obtained for the total energy is -7770.15133 eV.

CARTESIAN COORDINATES (ANGSTROEM)
C (0.89, 2.21, 2.31)
C (-2.26, 2.15, 3.29)
C (0.69, -6.93, -6.13)
N (0.56, -6.24, -7.20)
N (0.22, 4.42, 3.11)
N (-0.01, 3.31, 2.28)
H (1.23, 2.06, 3.45)
H (0.49, 1.24, 1.96)
H (1.62, 2.53, 1.62)
H (-2.13, 1.91, 4.28)
H (-2.26, 3.21, 2.97)
H (-2.41, 1.34, 2.63)
H (1.47, -7.51, -5.88)
H (-0.19, -7.08, -5.40)
H (-0.24, -5.74, -7.45)
H (1.33, -6.28, -7.83)
H (-0.23, 5.29, 2.74)
H (-0.17, 4.34, 4.01)
H (1.29, 4.68, 3.42)



# 2
Entry from the OMol25 dataset: 3 unconnected molecules or ions with the total composition CH3BrO3S in a non-equilibrium geometry (the ωB97M-V functional and the def2-TZVPD basis).

The maximum force comes out at 0.0594 hartree/bohr. Its gap between HOMO and LUMO is 9.4 eV. The value obtained for the LUMO energy is -1.26 eV. As for the net charge: 0. The value obtained for the total energy is -88104.06018 eV.

CARTESIAN COORDINATES (ANGSTROEM)
C (0.29, 2.26, 0.27)
O (1.60, -1.60, -0.90)
O (-0.25, -0.80, 0.27)
O (1.33, 1.88, 0.73)
S (1.20, -0.92, 0.28)
Br (-2.26, -3.34, -0.26)
H (-1.28, -2.44, -0.26)
H (-0.57, 1.65, -0.26)
H (-0.06, 3.30, 0.12)



# 3
Entry from the OMol25 dataset: 2 unconnected molecules or ions with the total composition C5H7F in a non-equilibrium geometry (the ωB97M-V functional and the def2-TZVPD basis).

The maximum force comes out at 0.0874 hartree/bohr. Its gap between HOMO and LUMO is 10.6 eV. The value obtained for the LUMO energy is 1.04 eV. As for the net charge: 0. The value obtained for the total energy is -8012.50398 eV.

CARTESIAN COORDINATES (ANGSTROEM)
C (-2.27, -0.23, 0.97)
C (-1.23, 0.20, 0.26)
C (-0.76, -0.34, -1.06)
F (-0.56, 1.28, 0.64)
H (-2.39, 0.18, 2.03)
H (-2.62, -1.20, 0.67)
H (-0.60, 0.47, -1.67)
H (0.26, -0.73, -1.00)
H (-1.48, -1.05, -1.33)
C (3.20, 0.06, 0.54)
C (2.75, 0.77, -0.27)
H (3.65, -0.71, 1.13)
H (2.04, 1.31, -0.91)



# 4
Entry from the OMol25 dataset: a single C9H16S molecule in a non-equilibrium geometry (the ωB97M-V functional and the def2-TZVPD basis).

The maximum force comes out at 0.0327 hartree/bohr. Its gap between HOMO and LUMO is 7.7 eV. The value obtained for the LUMO energy is 0.62 eV. As for the net charge: 0. The value obtained for the total energy is -20421.70849 eV.

CARTESIAN COORDINATES (ANGSTROEM)
C (-3.15, -1.15, -0.08)
S (-1.23, -0.12, -0.09)
C (-1.94, 1.51, -0.41)
C (-0.10, -0.40, -1.39)
C (0.84, 0.80, -1.48)
C (1.57, 1.11, -0.15)
C (1.24, 0.06, 0.92)
C (1.49, -1.35, 0.36)
C (0.69, -1.62, -0.93)
C (-0.19, 0.23, 1.43)
H (-3.23, -1.30, 1.00)
H (-2.83, -2.11, -0.50)
H (-1.24, 2.30, -0.17)
H (-2.19, 1.53, -1.47)
H (-2.84, 1.58, 0.18)
H (1.56, 0.54, -2.25)
H (0.30, 1.68, -1.83)
H (2.65, 1.11, -0.32)
H (1.30, 2.10, 0.22)
H (1.92, 0.22, 1.78)
H (1.24, -2.08, 1.13)
H (2.56, -1.43, 0.16)
H (0.00, -2.45, -0.78)
H (1.36, -1.90, -1.74)
H (-0.44, -0.51, 2.18)
H (-0.39, 1.23, 1.80)



# 5
Entry from the OMol25 dataset: a molecular structure, C20H20IrN2O2P (the ωB97M-V functional and the def2-TZVPD basis).

The maximum force comes out at 0.0096 hartree/bohr. Its gap between HOMO and LUMO (spin up / spin down) is 7.3 / 7.0 eV. As for the spin multiplicity: 2. Its expectation value of S² is 0.763. The value obtained for the LUMO energy (spin up / spin down) is -10.08 / -10.63 eV. As for the net charge: +3. The value obtained for the total energy is -40239.77121 eV.

CARTESIAN COORDINATES (ANGSTROEM)
Ir (-0.65, 1.40, -0.07)
N (-2.27, 0.62, -1.14)
C (-1.85, -0.47, -2.05)
C (-2.57, -0.76, -3.19)
C (-2.19, -1.86, -3.95)
C (-1.12, -2.66, -3.57)
C (-0.39, -2.36, -2.43)
C (-0.74, -1.24, -1.68)
P (0.21, -0.60, -0.32)
C (1.35, 0.72, -0.78)
C (1.42, 1.28, -2.07)
C (2.11, 2.47, -2.27)
C (2.69, 3.13, -1.20)
C (2.59, 2.62, 0.10)
C (1.91, 1.43, 0.33)
C (0.90, -1.83, 0.75)
C (0.02, -2.75, 1.35)
C (0.54, -3.77, 2.12)
C (1.92, -3.87, 2.29)
C (2.78, -2.97, 1.69)
C (2.28, -1.94, 0.91)
H (-2.97, 0.23, -0.51)
H (-2.75, 1.34, -1.68)
H (-3.43, -0.17, -3.47)
H (-2.75, -2.10, -4.85)
H (-0.85, -3.53, -4.17)
H (0.45, -2.97, -2.14)
H (0.96, 0.77, -2.91)
H (2.19, 2.88, -3.27)
H (3.25, 4.05, -1.37)
H (3.07, 3.14, 0.92)
H (1.93, 0.97, 1.31)
H (-1.05, -2.68, 1.19)
H (-0.12, -4.49, 2.58)
H (2.32, -4.68, 2.89)
H (3.85, -3.08, 1.81)
H (2.96, -1.26, 0.41)
N (-1.17, 1.47, 4.58)
C (-1.78, 2.46, 5.11)
C (-2.39, 4.44, -0.25)
O (-2.96, 5.42, -0.20)
O (-1.81, 3.41, -0.30)
H (-1.65, 0.59, 4.40)
H (-0.17, 1.47, 4.46)
H (-1.23, 3.35, 5.37)
H (-2.85, 2.39, 5.30)



# 6
Entry from the OMol25 dataset: a molecular structure, C4H4OY in a non-equilibrium geometry (the ωB97M-V functional and the def2-TZVPD basis).

The maximum force comes out at 0.1070 hartree/bohr. Its gap between HOMO and LUMO (spin up / spin down) is 6.0 / 5.7 eV. The value obtained for the LUMO energy (spin up / spin down) is -5.76 / -5.32 eV. As for the net charge: +1. The value obtained for the total energy is -7285.97265 eV.

CARTESIAN COORDINATES (ANGSTROEM)
O (2.00, -0.04, 0.57)
C (0.81, 0.29, 1.05)
C (-0.24, 0.83, 0.37)
C (-1.10, 0.01, -0.49)
C (-2.33, 0.06, -0.85)
H (0.48, -0.41, 1.84)
H (0.01, 1.80, -0.09)
H (-3.26, -0.25, -0.37)
Y (3.16, -1.40, -0.85)
H (0.46, -0.90, -1.16)